C3H8N2O2 | ωB97M-V with the def2-TZVPD basis set

The geometry in XYZ format:
```
15
Properties=species:S:1:pos:R:3:forces:R:3
C 0.487946 0.609074 1.027819 -1.2 -1.6 -2.6
C -0.952502 0.733056 -1.027991 0.3 -0.4 0.2
N -0.731368 0.133435 0.270746 -1.1 0.7 1.7
C 1.639628 0.202175 0.123287 2.1 0.9 1.8
N -0.858756 -1.317873 0.220005 0.7 0.2 -0.2
O 1.767277 -1.099844 -0.155496 0.0 0.0 -0.8
O 2.528912 0.987443 -0.113941 -0.5 -0.4 -0.5
H 0.895819 -1.555458 -0.242320 -0.1 0.3 0.4
H -0.992429 -1.643933 1.176399 -0.2 0.2 -0.2
H -1.705391 -1.531113 -0.301762 0.0 0.1 0.2
H 0.561452 0.100398 1.992989 -0.1 0.2 -0.1
H 0.428150 1.693862 1.104066 0.1 -0.2 0.1
H -0.271691 0.348437 -1.797073 0.1 0.0 -0.2
H -1.978460 0.532031 -1.338893 0.0 0.0 0.0
H -0.818588 1.808308 -0.937835 0.0 0.0 0.0
```
Forces are in eV/Å.

Orbital gap in eV: 9.02
Multiplicity: 1
Structure (SMILES): CN(N)CC(=O)O
Relative energy (zero: lowest compared OMol25 entry of this formula, charge and spin) in eV: 2.2507
LUMO level in eV: 0.66

Löwdin atomic charge list, values in e, 8 entries: atom 1 (C): -0.0548, atom 2 (C): -0.0936, atom 3 (N): -0.2814, atom 4 (C): -0.5574, atom 5 (N): 0.0258, atom 6 (O): 0.0842, atom 7 (O): 0.0947, atom 8 (H): 0.0754